11
Properties=species:S:1:pos:R:3:forces:R:3:lowdin_charge:R:1 method="wB97M-V/def2-TZVPD" spin_multiplicity=1 fmax_ev_per_a=5.94 lumo_ev=0.7 orbital_gap_ev=9.68
S 1.677 0.231 -0.397 -1.864 -0.460 -0.150 0.891
O 2.764 0.029 0.573 0.135 -0.389 0.145 -0.590
C 0.008 0.079 0.487 -0.880 0.392 -1.749 -0.495
C 0.269 -1.137 -0.305 4.302 -3.116 2.655 -0.270
C -1.173 0.911 -0.108 1.522 1.248 1.397 -0.096
H 0.249 0.133 1.547 -0.380 -0.215 -0.154 0.111
H -0.230 -1.410 -1.217 -0.224 0.141 -0.103 0.040
H 0.987 -2.392 0.322 -2.381 3.975 -1.782 0.231
H -2.005 0.423 -0.477 -1.671 -2.159 -0.099 0.043
H -1.573 1.658 0.567 0.193 0.059 0.497 0.074
H -0.973 1.476 -0.991 1.249 0.525 -0.659 0.062



124
Properties=species:S:1:pos:R:3:forces:R:3:lowdin_charge:R:1 method="wB97M-V/def2-TZVPD" s_squared=2.013 spin_multiplicity=3 fmax_ev_per_a=1.08 total_charge=+2 lumo_ev="-6.0 / -7.7" orbital_gap_ev="6.36 / 4.62"
Ge -0.827 2.134 -1.709 0.367 0.065 1.008 0.982
Ni -0.019 -0.334 0.109 -0.015 -0.757 0.113 0.024
P -0.964 -1.728 1.865 -0.573 -0.416 0.210 1.049
P -1.002 -1.902 -1.411 -0.170 -0.679 0.087 1.038
Si -0.034 4.565 -1.558 -0.356 -0.346 -0.309 0.448
Si -0.444 2.240 -4.764 0.004 0.194 -0.549 0.618
Si -3.388 2.062 -1.446 0.030 0.241 -0.330 0.430
N 0.432 2.319 1.258 -0.166 0.041 -0.054 0.036
N 1.808 -0.365 1.180 0.355 0.171 0.134 0.012
N 2.805 3.265 1.217 -0.035 -0.133 0.114 -0.019
N 3.314 4.115 0.289 0.057 0.077 -0.019 0.052
N 2.005 1.747 -0.712 0.067 0.147 -0.086 0.032
N -3.535 -2.974 -1.004 0.261 -0.072 -0.189 0.117
N -3.580 -2.460 1.718 0.237 -0.010 -0.047 0.141
N -0.641 1.694 0.667 0.217 0.553 -0.190 -0.094
N 2.430 0.794 1.507 0.072 0.211 0.126 0.016
N 1.077 0.898 -1.289 -0.300 0.891 -0.411 -0.148
C -3.958 2.502 -3.163 -0.013 -0.079 -0.221 -0.203
C -1.688 -4.065 3.381 -0.006 -0.051 0.029 -0.092
C 4.030 5.001 0.963 -0.034 -0.005 -0.130 -0.125
C 2.556 -1.336 1.693 0.074 -0.034 -0.091 -0.143
C 3.179 1.598 -1.344 -0.205 0.053 0.042 -0.017
C -1.657 1.249 -5.756 -0.220 -0.256 0.185 -0.179
C -0.384 -1.835 -4.139 0.036 -0.015 0.079 -0.118
C -4.299 0.598 -0.778 0.192 -0.364 0.116 -0.177
C -4.682 -2.958 1.106 0.085 0.087 -0.134 -0.205
C 0.256 -4.321 1.907 0.042 0.054 0.019 -0.096
C -2.744 -1.354 -3.536 0.128 -0.129 -0.040 -0.104
C 1.716 0.267 -2.296 0.185 0.102 0.095 -0.148
C -1.324 2.683 2.568 -0.111 0.008 0.107 -0.014
C -5.866 -3.190 1.842 -0.021 0.005 0.123 -0.002
C 0.438 -2.880 3.969 0.000 0.005 -0.021 -0.089
C -2.485 -2.292 1.011 -0.238 0.006 0.015 -0.413
C -5.786 -3.799 -0.906 -0.035 -0.079 -0.105 -0.004
C 3.560 0.542 2.209 -0.010 0.021 -0.113 -0.047
C -2.461 -2.518 -0.406 -0.322 0.182 0.108 -0.368
C -1.677 -0.772 3.258 0.174 -0.045 -0.043 -0.232
C -0.758 4.032 -5.141 -0.105 0.293 0.240 -0.193
C -6.953 -3.723 1.212 -0.026 -0.024 0.012 -0.049
C -1.694 1.934 1.463 0.104 0.041 0.023 -0.190
C 1.466 4.678 -2.647 0.126 0.092 -0.078 -0.204
C 0.260 -3.237 -1.219 -0.101 0.090 -0.099 -0.233
C -1.834 -3.719 -3.469 0.143 0.080 -0.126 -0.076
C 3.214 3.637 2.468 -0.240 -0.197 0.012 -0.110
C -4.644 -3.254 -0.275 0.076 0.107 0.046 -0.203
C 0.032 2.896 2.400 0.062 -0.010 -0.022 -0.041
C -1.529 -2.236 -3.206 -0.170 0.134 0.136 -0.673
C -0.474 -3.325 2.809 0.155 0.171 -0.048 -0.661
C 3.998 4.749 2.350 0.096 0.181 -0.018 -0.034
C -1.575 5.304 -2.326 -0.203 0.101 -0.017 -0.221
C 1.317 1.763 -5.101 0.222 -0.156 0.180 -0.188
C 3.675 -0.820 2.358 -0.003 -0.055 0.011 -0.023
C -3.629 3.559 -0.337 0.166 0.153 0.110 -0.201
C -6.911 -4.033 -0.171 -0.018 0.015 0.025 -0.049
C 3.036 0.670 -2.365 0.097 -0.163 -0.060 -0.007
C 0.126 5.332 0.123 0.279 -0.198 0.307 -0.168
B 1.923 2.093 0.829 0.077 -0.402 0.043 -0.659
H 0.547 -2.363 -3.914 -0.045 0.079 -0.046 0.077
H -2.427 -3.419 3.849 0.038 0.006 0.033 0.065
H -2.560 -4.126 -2.779 -0.098 -0.027 0.088 0.062
H 1.587 2.225 -6.062 -0.117 -0.033 0.102 0.067
H -1.412 0.191 -5.821 0.013 0.008 0.001 0.019
H 1.493 3.901 -3.415 0.029 0.196 0.138 -0.014
H 1.218 -3.956 1.545 -0.089 -0.066 0.023 0.052
H -2.460 -0.118 2.891 -0.066 0.047 -0.029 0.027
H -2.664 1.542 1.205 0.080 0.021 0.016 0.081
H 4.215 1.335 2.536 -0.099 -0.125 -0.069 0.121
H -0.667 5.010 0.804 0.016 0.079 -0.089 0.028
H 2.021 2.121 -4.349 -0.041 -0.023 -0.169 0.012
H -0.358 -4.603 1.049 0.036 -0.011 0.059 0.068
H 0.035 6.418 -0.010 -0.016 -0.106 -0.055 0.063
H -0.461 4.170 -6.191 0.004 -0.125 0.100 0.069
H -2.244 -3.814 -4.482 0.072 0.014 0.080 0.098
H -7.787 -4.461 -0.642 0.043 0.013 0.016 0.115
H 1.159 -2.117 3.669 0.009 -0.051 0.036 0.055
H -5.024 2.759 -3.116 0.139 -0.014 0.008 0.063
H -1.315 6.248 -2.822 -0.029 -0.123 0.023 0.065
H -2.959 -1.406 -4.609 0.049 0.028 0.064 0.095
H -0.141 -2.486 4.806 0.029 -0.018 -0.074 0.085
H -4.163 3.284 0.578 0.066 -0.013 -0.088 0.051
H -2.199 -4.648 2.612 0.003 0.044 0.030 0.084
H -0.894 -0.169 3.719 -0.018 0.012 -0.003 0.050
H -1.820 4.285 -5.067 0.159 -0.040 -0.120 0.039
H -2.689 4.035 -0.041 -0.205 -0.034 0.061 0.000
H -5.737 -4.040 -1.963 0.017 0.059 0.083 0.120
H -1.625 1.669 -6.772 0.053 0.016 0.145 0.066
H 1.443 0.682 -5.201 -0.030 0.110 -0.002 0.040
H 0.450 -5.229 2.483 -0.004 0.035 -0.027 0.101
H 0.726 3.431 3.033 -0.095 -0.059 -0.122 0.130
H -0.206 -0.757 -4.108 -0.046 -0.023 -0.088 0.026
H -7.858 -3.924 1.773 0.048 0.025 -0.044 0.116
H -1.948 3.014 3.384 0.099 -0.034 -0.092 0.123
H -5.876 -2.957 2.901 0.021 -0.011 -0.100 0.121
H -3.424 3.374 -3.557 -0.196 -0.187 0.014 0.010
H 2.356 4.576 -2.032 0.155 -0.003 0.100 0.015
H 1.192 -0.455 -2.900 0.040 0.149 0.089 0.073
H 1.002 -3.744 4.335 -0.081 0.060 -0.010 0.098
H -0.655 -2.104 -5.164 -0.010 0.054 0.026 0.102
H -2.314 5.535 -1.552 0.171 0.023 -0.147 0.031
H 1.093 5.129 0.591 -0.163 0.058 -0.074 0.018
H -4.231 4.308 -0.865 0.088 -0.134 0.024 0.055
H -0.195 -4.223 -1.155 0.034 -0.014 -0.036 0.053
H -5.324 0.919 -0.556 0.115 0.033 -0.036 0.065
H -2.684 1.344 -5.396 0.147 0.009 -0.158 0.016
H 0.849 -3.039 -0.331 0.021 -0.043 0.019 -0.003
H -3.862 0.201 0.143 -0.101 -0.048 -0.071 0.019
H -0.924 -4.324 -3.429 -0.076 0.054 -0.019 0.082
H -1.326 -4.767 4.141 -0.022 0.057 -0.092 0.101
H 2.282 -2.370 1.564 -0.020 0.114 -0.012 0.085
H -0.187 4.736 -4.535 -0.124 -0.098 -0.236 0.007
H 1.495 5.657 -3.145 0.033 -0.137 0.081 0.059
H 2.917 3.082 3.350 0.081 0.081 -0.144 0.127
H -4.348 -0.215 -1.503 -0.012 -0.010 0.044 0.018
H 4.545 5.791 0.431 -0.067 -0.118 0.080 0.115
H 4.486 5.303 3.139 -0.080 -0.103 -0.117 0.109
H -2.052 4.659 -3.066 0.076 0.261 0.185 -0.026
H -2.110 -1.434 4.002 -0.041 0.015 0.025 0.041
H 4.454 -1.364 2.869 -0.093 0.065 -0.064 0.111
H -2.547 -0.309 -3.270 -0.001 -0.005 -0.062 0.032
H 4.046 2.158 -1.028 -0.083 -0.059 0.045 0.138
H -3.626 -1.695 -3.004 -0.070 -0.011 0.036 0.058
H 3.796 0.325 -3.051 -0.102 0.075 0.109 0.125
H -3.849 1.674 -3.869 -0.093 0.104 0.161 0.011
H 0.936 -3.217 -2.076 -0.037 0.010 0.049 0.044



116
Properties=species:S:1:pos:R:3:forces:R:3:lowdin_charge:R:1 method="wB97M-V/def2-TZVPD" spin_multiplicity=1 fmax_ev_per_a=5.24 total_charge=-1 lumo_ev=1.5 orbital_gap_ev=4.05
O -0.971 5.745 -2.419 0.230 -0.312 2.725 -0.035
O 5.106 -3.685 -1.766 -0.077 0.709 0.349 0.000
O 1.833 1.299 1.646 -0.425 -0.250 -0.302 -0.415
O 4.529 0.561 -9.269 -0.944 0.910 0.021 -0.015
O -2.657 -7.269 -5.330 0.301 0.743 -0.249 -0.017
O 2.473 -4.251 8.041 1.329 1.006 -0.859 -0.035
O -3.753 4.829 7.002 -0.174 0.078 -0.103 0.008
O 6.384 3.341 -2.545 0.535 -0.151 -3.863 -0.027
O -8.411 0.211 -1.656 1.241 -0.079 0.596 -0.015
O -5.024 -5.823 1.872 -2.391 3.897 1.337 -0.070
N 6.924 4.158 -4.660 -1.536 -1.108 -1.388 -0.210
N -3.899 2.574 7.160 -0.464 -0.212 -0.789 -0.203
N 1.780 -2.183 7.923 -1.247 4.936 -1.234 -0.189
N -4.818 -3.694 2.728 -0.358 1.914 0.752 -0.185
N -1.200 -5.873 -4.266 1.164 0.253 0.617 -0.178
N -6.109 0.052 -1.288 -0.111 0.169 0.401 -0.171
N -1.026 6.919 -0.450 0.800 0.874 -0.720 -0.194
N 4.711 -4.460 0.334 -0.464 1.156 1.140 -0.197
N 2.738 1.658 -8.362 -2.564 0.299 1.500 -0.177
C 0.490 -2.353 8.576 1.408 -0.176 0.755 -0.032
C -1.490 8.195 -1.023 0.058 0.146 0.105 -0.045
C -1.931 -6.281 -5.346 0.217 -0.686 1.066 -0.341
C -0.684 6.960 0.948 -1.177 0.717 1.096 -0.077
C 6.501 3.200 -3.801 -1.063 0.485 3.726 -0.290
C 1.022 0.311 1.151 2.392 1.642 0.620 -0.625
C 6.963 5.553 -4.345 1.834 0.032 1.452 -0.069
C 3.673 1.450 -9.284 1.852 -1.016 -0.168 -0.365
C -4.881 -0.764 -1.549 -0.192 1.327 0.683 -0.033
C 2.676 -3.078 7.667 -0.063 -4.010 1.158 -0.362
C 4.006 -5.707 0.057 0.595 -0.007 0.035 -0.056
C -7.351 -0.410 -1.584 -0.664 -0.129 -0.938 -0.356
C -0.807 5.802 -1.178 -0.038 0.826 -2.466 -0.301
C -5.993 1.463 -0.875 -0.003 0.200 -0.505 -0.048
C -3.385 -3.771 2.900 0.819 0.096 0.806 -0.056
C 1.968 -0.847 7.272 0.177 0.481 1.141 -0.041
C 7.037 3.904 -6.116 1.243 0.052 0.901 -0.054
C 2.618 0.877 -7.108 0.984 -0.802 -0.509 -0.036
C -1.275 -6.582 -2.948 0.103 0.490 -1.314 -0.031
C 1.621 2.627 -8.581 2.317 0.611 0.340 -0.042
C 1.106 0.019 -0.322 -1.236 -0.097 -1.860 -0.171
C -2.922 2.401 6.080 0.134 0.158 0.632 -0.023
C 5.133 -3.503 -0.561 0.000 -2.298 -0.500 -0.320
C -5.551 -4.702 2.248 2.442 -3.363 -1.539 -0.293
C -0.222 -4.735 -4.245 -1.637 -0.160 0.243 -0.046
C 4.874 -4.155 1.769 0.780 -0.226 -1.084 -0.061
C -5.449 -2.446 3.274 0.086 -0.935 0.044 -0.038
C -4.219 3.829 7.512 0.074 1.258 -0.186 -0.368
C -4.114 1.522 8.129 -0.414 1.048 0.643 -0.065
H 6.140 6.230 -4.574 -0.204 -0.480 -0.820 0.094
H 7.093 5.673 -3.269 0.071 -0.223 0.065 0.087
H -6.960 1.912 -0.648 -0.190 -0.780 0.523 0.079
H 1.771 -0.039 7.977 -0.411 -0.170 0.433 0.074
H -0.504 -4.167 -3.359 0.176 0.248 0.032 0.078
H 2.029 3.480 -9.122 0.000 -0.138 -0.609 0.074
H -1.637 7.188 1.423 -0.073 -0.323 0.743 0.084
H -0.938 9.060 -0.656 0.456 -0.288 0.482 0.078
H -3.223 1.668 5.331 0.118 -0.512 0.531 0.088
H 0.916 -1.051 -0.408 0.279 -0.400 -0.453 0.034
H -2.021 2.192 6.656 0.556 -0.502 -0.910 0.093
H -0.286 -6.935 -2.655 0.070 -0.240 -0.247 0.082
H -5.086 -1.799 -1.823 -0.300 0.366 -0.391 0.084
H -6.522 -2.550 3.438 -0.062 -0.308 -0.534 0.079
H 0.747 2.254 -9.115 -0.027 -0.211 0.559 0.088
H 0.603 -3.059 9.399 -0.200 -0.700 -0.581 0.089
H -0.242 6.074 1.404 -0.223 -0.262 -0.612 0.097
H 3.014 -0.629 7.061 -0.001 -0.627 -0.464 0.082
H 1.721 0.265 -7.016 -0.237 0.203 -0.488 0.087
H 7.927 5.775 -4.802 -0.229 1.426 -0.030 0.085
H 0.249 0.444 -0.844 -0.111 0.497 -0.359 0.032
H -5.718 2.141 -1.683 0.686 -0.359 -0.399 0.086
H -5.095 -2.254 4.286 0.479 -0.041 -0.064 0.081
H -7.357 -1.472 -1.875 0.270 -0.138 0.159 0.126
H -5.266 -1.567 2.656 0.146 -0.156 -0.104 0.083
H -4.607 2.013 8.968 -0.355 -0.062 0.063 0.073
H 1.341 -0.601 6.414 0.024 -0.671 -0.208 0.094
H 0.832 -4.984 -4.124 -0.120 -0.538 -0.262 0.084
H 7.956 4.417 -6.396 -0.180 0.596 -0.343 0.074
H 4.389 -6.520 0.674 0.741 0.048 0.081 0.075
H 7.365 2.895 -6.364 -0.924 -0.360 0.305 0.088
H -2.882 -2.805 2.865 -0.421 0.334 -1.005 0.088
H -1.804 -5.648 -6.238 0.066 0.064 0.069 0.128
H -1.976 -7.409 -3.059 0.059 0.198 0.252 0.080
H -0.068 7.797 1.276 0.438 0.148 -0.693 0.082
H 5.400 -3.212 1.917 -0.184 0.132 -0.266 0.077
H 2.692 1.441 -6.179 -0.030 0.649 -0.352 0.088
H -0.369 -4.064 -5.090 0.056 -0.271 -0.158 0.079
H -2.517 8.410 -0.727 -0.238 -0.279 -0.128 0.084
H 3.456 0.179 -7.090 0.003 0.003 -0.098 0.080
H 1.514 3.101 -7.605 -1.096 -0.400 0.052 0.088
H -3.173 1.238 8.599 0.123 -0.770 -0.491 0.090
H -4.210 -0.817 -0.692 -0.415 0.051 0.564 0.076
H 3.689 2.238 -10.053 -0.245 -0.090 -0.211 0.129
H -4.978 3.936 8.302 0.060 -0.382 0.193 0.131
H -0.420 5.025 -0.501 -0.070 -0.464 -0.597 0.139
H -5.290 1.601 -0.054 -0.079 -0.194 -0.011 0.086
H 6.198 4.281 -6.701 -0.035 -0.223 0.047 0.088
H -2.897 -4.494 2.246 -0.357 0.125 0.025 0.092
H 4.158 -6.008 -0.980 -0.400 0.282 0.023 0.086
H -4.802 0.740 7.804 0.596 -0.326 -0.185 0.088
H 3.568 -2.669 7.169 0.036 -0.496 -0.051 0.137
H -6.601 -4.387 2.146 -0.069 -0.671 -0.016 0.129
H 1.988 0.303 -0.895 0.311 0.002 0.507 0.057
H 3.927 -4.085 2.304 0.106 -0.453 0.094 0.090
H -3.119 -3.978 3.937 -0.289 -0.862 0.260 0.088
H 0.362 -1.437 9.153 -0.749 0.333 -0.616 0.082
H -1.545 -5.858 -2.179 -0.438 -0.081 -0.032 0.082
H -1.387 8.304 -2.103 -0.136 -0.851 0.043 0.084
H 2.973 -5.718 0.403 -0.366 0.613 -0.603 0.084
H 6.150 2.272 -4.277 0.514 -0.051 -0.078 0.133
H 5.644 -2.685 -0.030 -0.280 0.281 -0.346 0.132
H -0.020 0.559 1.355 -0.901 -0.635 0.386 0.057
H -4.261 -0.195 -2.242 -0.198 -0.442 -0.656 0.085
H -0.261 -2.610 7.829 -0.301 0.113 0.467 0.100
H 5.597 -4.915 2.069 -0.496 -0.201 1.042 0.085
H 1.362 -0.675 1.465 -0.439 -0.802 1.571 0.046
H -2.757 3.303 5.490 -0.235 0.228 0.586 0.087



44
Properties=species:S:1:pos:R:3:forces:R:3:lowdin_charge:R:1 method="wB97M-V/def2-TZVPD" spin_multiplicity=1 fmax_ev_per_a=1.19 total_charge=+2 lumo_ev=-12.3 orbital_gap_ev=1.53
Zn 4.980 0.843 -2.959 0.128 -0.266 -0.049 1.254
O 1.355 0.907 0.122 0.115 0.148 -0.072 0.313
O 2.529 2.953 -0.238 0.384 -0.077 0.095 0.269
O -3.503 -0.976 -1.067 0.032 0.075 0.111 -0.104
O 1.643 2.434 1.875 -0.691 0.654 -0.093 0.282
C -2.103 -0.694 1.788 0.294 -0.119 -0.105 -0.200
C 4.154 -1.226 -0.199 0.374 -0.105 0.031 -0.220
C -1.568 0.392 0.858 -0.084 0.117 0.039 -0.197
C 3.333 0.855 -1.474 0.797 -0.724 -0.338 -0.081
C 5.191 -1.794 0.772 0.033 -0.045 -0.109 -0.062
C -5.756 -0.080 -1.681 -0.013 0.048 -0.215 -0.056
C -2.848 -1.827 1.078 -0.061 0.206 0.075 -0.160
C -4.459 -0.767 -2.091 0.049 0.025 -0.161 -0.225
C 4.541 0.141 -0.748 -0.418 0.093 -0.153 -0.221
C -3.995 -1.372 0.197 0.062 -0.068 0.012 -0.206
C -0.729 1.439 1.622 0.090 -0.346 -0.086 -0.033
B 2.328 1.630 -0.471 -0.343 0.155 0.029 -0.577
B 2.170 3.398 1.059 0.081 -0.233 -0.030 -0.231
B 0.760 1.569 1.239 0.238 -0.314 0.155 -0.444
H -5.609 0.571 -0.820 -0.014 0.007 -0.015 0.079
H -4.736 -2.173 0.067 -0.020 0.035 -0.019 0.148
H -0.779 1.269 2.703 -0.052 0.114 0.004 0.134
H 4.978 0.791 0.012 0.125 0.047 -0.118 0.146
H 4.032 -1.915 -1.039 -0.315 -0.018 0.073 0.131
H -6.563 -0.781 -1.481 0.052 0.003 0.193 0.086
H -1.249 -1.140 2.309 -0.062 0.009 0.089 0.120
H 2.294 4.530 1.361 0.206 -0.039 0.022 0.130
H -6.080 0.549 -2.511 -0.047 -0.038 0.009 0.087
H -2.394 0.902 0.359 -0.009 -0.065 -0.005 0.114
H -2.729 -0.243 2.563 -0.072 0.013 -0.071 0.126
H -4.670 -1.743 -2.558 -0.062 0.000 0.062 0.142
H 2.787 0.115 -2.072 -0.140 0.139 -0.086 0.137
H -0.982 -0.069 0.058 -0.017 -0.027 0.011 0.109
H 5.675 -1.009 1.356 -0.075 -0.029 0.078 0.087
H 3.707 1.710 -2.125 -0.818 0.856 0.147 0.073
H -3.267 -2.489 1.839 0.077 -0.081 -0.043 0.125
H -4.513 -0.524 0.670 -0.104 -0.090 -0.001 0.136
H 5.965 -2.349 0.241 0.039 0.074 0.011 0.089
H 5.434 -0.081 -1.470 0.224 -0.166 0.423 0.087
H -2.146 -2.406 0.473 -0.082 -0.077 -0.005 0.123
H -3.930 -0.186 -2.848 0.046 0.008 0.051 0.124
H -1.146 2.444 1.477 0.050 0.030 0.121 0.139
H 4.719 -2.490 1.462 0.008 0.013 0.001 0.093
H 3.181 -1.108 0.290 -0.005 0.060 -0.068 0.133